(1)
ORCA calculation (the ωB97M-V functional and the def2-TZVPD basis) on a 2-piece molecular cluster, CH7N2O2Si overall at a distorted geometry.

Structure (ORCA input):
```
! RIJCOSX wB97M-V def2-TZVPD def2/J DEFGRID3
* xyz 1 1
C -0.66 0.62 -1.39
N -0.79 -0.61 -1.47
N -0.05 1.48 -0.57
O -0.31 -1.30 -0.14
O -0.46 2.86 -0.68
Si 0.90 -1.73 1.95
H -0.94 1.14 -2.33
H -0.18 1.24 0.47
H -0.08 -2.08 -0.65
H 0.14 3.39 -0.12
H 1.62 -2.75 1.19
H 1.38 -0.35 1.59
H -0.57 -1.91 2.16
*
```

Output
Orbital gap = 6.325 eV

Results of the Löwdin charge analysis, in e, for atoms 1 through 6: -0.262 0.133 -0.020 -0.267 -0.020 1.073


(2)
ORCA calculation (the ωB97M-V functional and the def2-TZVPD basis) on a 2-piece molecular cluster, C2H4OS overall at a distorted geometry.

Structure (ORCA input):
```
! RIJCOSX wB97M-V def2-TZVPD def2/J DEFGRID3
* xyz 0 1
C 1.55 0.30 0.21
C 0.46 -0.82 0.15
O -0.63 -1.01 -0.21
S -4.01 -0.26 -0.05
H 1.67 0.44 1.29
H 2.46 -0.21 -0.13
H 1.68 1.44 -0.24
H -3.17 0.11 -1.01
*
```

Output
Orbital gap (alpha / beta) = 9.756 / 5.730 eV

Results of the Löwdin charge analysis, in e, for atoms 1 through 6: -0.109 -0.187 0.066 0.326 0.051 0.046


Calculated energy above the lowest of the compared OMol25 structures with the same formula, charge and spin (kJ/mol), listed in the same order as above: 356.0; 378.6